DFT (ωB97M-V/def2-TZVPD) results for the ion C15H19N4O8 with charge -1 in a non-equilibrium geometry.

Structure (XYZ):
```
46
Properties=species:S:1:pos:R:3
C 3.86397 2.91687 0.62081
C 2.72363 2.80053 -0.38399
C 2.07702 4.11822 -0.69894
O 1.73627 1.78508 0.17206
C 0.63237 1.59936 -0.59558
N -0.37964 0.66345 -0.18271
N 0.04374 -0.43505 0.47470
C -0.85212 -0.75595 1.65303
O -2.02829 -0.98838 1.39719
O -0.24813 -0.88910 2.82681
C -1.12843 -1.31377 3.95812
C -0.35499 -1.28113 5.26325
C -1.70896 -2.64580 3.70082
O 0.42183 2.19730 -1.65337
H 4.65157 3.54572 0.19146
H 3.52944 3.39285 1.55655
H 4.30929 1.93474 0.84336
H 3.12088 2.38974 -1.32962
H 2.78955 4.78630 -1.20297
H 1.22581 3.93780 -1.36200
H 1.74663 4.60600 0.22742
H -1.92897 -0.57740 4.06095
H -1.02837 -1.62600 6.06660
H 0.50205 -1.96246 5.33313
H -0.00267 -0.28506 5.55773
H -2.36833 -2.95657 4.50746
H -2.23824 -2.60878 2.75743
H -0.93381 -3.40662 3.61326
C 0.06621 -1.58900 -0.46236
N 1.54713 -1.84052 -0.58621
O 2.06743 -2.39634 0.39756
O 2.16093 -1.36510 -1.55827
C -0.68119 -1.39852 -1.78420
C -0.07427 -0.61583 -2.76933
C -0.81670 -0.08777 -3.83342
C -2.15021 -0.51588 -4.01424
N -2.96484 0.08446 -5.02241
O -4.15722 -0.31370 -5.13635
O -2.44079 0.96859 -5.74765
C -2.70973 -1.45583 -3.12547
C -1.99148 -1.91417 -2.02137
H -0.45743 -2.28137 0.20015
H 0.99336 -0.42248 -2.78483
H -0.42142 0.66947 -4.48575
H -3.74815 -1.79114 -3.29706
H -2.39471 -2.67677 -1.34176
```

Properties
gap between HOMO and LUMO: 5.747 eV
LUMO level: 0.070 Ha
DFT total energy: -38197.1913 eV
total charge: -1
energy above the lowest of the compared OMol25 structures with the same formula, charge and spin: 0.0 kJ/mol

natural (NBO) population analysis, charges in e, atoms 1 to 6: -0.620 0.107 -0.662 -0.545 0.849 -0.622


DFT (ωB97M-V/def2-TZVPD) results for the molecule C15H19NO3 in a non-equilibrium geometry.

Structure (XYZ):
```
38
Properties=species:S:1:pos:R:3
C 0.22323 2.03999 4.95030
C 1.26383 2.12861 3.69321
C 1.78290 0.67413 3.22585
C 2.72544 0.88427 2.13859
O 2.16671 1.67714 0.94169
C 1.24048 0.84047 0.35026
C 0.82266 -0.52259 0.57649
C 0.19321 -1.09402 -0.50288
C -0.39855 -0.38068 -1.49347
C -1.46545 -1.23083 -2.39252
C -2.88948 -1.38008 -1.50708
C -1.00757 -2.58625 -2.79986
C -1.21883 -2.48785 -4.31903
O -0.87177 -3.48159 -5.27934
N -1.72838 -1.15793 -4.75202
C -1.71133 -0.29185 -3.74831
O -2.27171 0.73127 -3.69229
C -0.21655 0.93883 -1.65544
C 0.85229 1.37146 -0.67668
H 0.09592 2.91484 5.25744
H -0.48403 1.64921 4.50738
H 0.54777 1.42611 5.95237
H 0.83730 2.82707 2.97348
H 2.16404 2.79923 4.19160
H 0.96272 0.31563 3.02667
H 2.24823 0.20728 4.18135
H 3.50131 1.49626 2.47543
H 3.25141 -0.18735 1.93270
H 1.34595 -1.17108 1.32612
H -0.03594 -2.31566 -0.36046
H -2.41209 -1.80022 -0.83168
H -3.23706 -0.32775 -1.51564
H -3.67699 -1.67997 -2.28122
H -1.43315 -3.27348 -2.46337
H 0.09283 -2.74252 -2.48549
H -1.70883 -1.08422 -5.65882
H -0.68513 1.69962 -2.47759
H 1.13463 2.57451 -0.80775
```

Properties
gap between HOMO and LUMO: 9.175 eV
LUMO level: 0.004 Ha
SMILES: CCCCOc1ccc([C@]2(C)CC(=O)NC2=O)cc1
DFT total energy: -23484.1748 eV
energy above the lowest of the compared OMol25 structures with the same formula, charge and spin: 1275.6 kJ/mol

natural (NBO) population analysis, charges in e, atoms 1 to 6: -0.540 -0.380 -0.424 -0.079 -0.477 0.187


DFT (ωB97M-V/def2-TZVPD) results for the molecule C15H19NO4S.

Structure (XYZ):
```
40
Properties=species:S:1:pos:R:3
C -1.25761 0.38333 3.15768
C -0.47237 -0.91751 3.11144
O 0.60125 -0.76419 2.20969
C 1.35192 -1.93958 2.01567
C 2.52327 -1.64347 1.08436
C 2.09422 -1.35091 -0.35733
N 1.29559 -0.15494 -0.45251
C 1.76093 1.08028 -0.21037
O 2.90380 1.45332 -0.00853
C 0.58433 1.99344 -0.24445
O 0.78257 3.29217 -0.03347
C -0.53484 1.27698 -0.47793
C -1.93089 1.69848 -0.56649
C -2.16491 3.17664 -0.40884
O -2.82752 0.89859 -0.74252
C -0.14499 -0.17457 -0.63654
C -0.52371 -0.72245 -1.97550
C -0.39808 -0.12805 -3.19341
C -0.83592 -0.95171 -4.25350
C -1.28149 -2.15974 -3.82610
S -1.17944 -2.31644 -2.11981
H -1.70525 0.58852 2.18879
H -0.59196 1.20319 3.41297
H -2.04398 0.31378 3.90368
H -1.12237 -1.74557 2.78511
H -0.08381 -1.16933 4.11122
H 1.73436 -2.30127 2.98372
H 0.71243 -2.73202 1.59052
H 3.06097 -0.77532 1.46628
H 3.19613 -2.50138 1.08199
H 2.99269 -1.21154 -0.96716
H 1.51188 -2.18072 -0.76441
H 1.74134 3.40322 0.11863
H -1.77991 3.50707 0.55314
H -3.22699 3.39399 -0.47977
H -1.62228 3.71772 -1.18043
H -0.61514 -0.78185 0.14446
H -0.01271 0.86698 -3.32723
H -0.82172 -0.65276 -5.28612
H -1.66980 -2.97238 -4.40693
```

Properties
gap between HOMO and LUMO: 8.973 eV
LUMO level: 0.008 Ha
SMILES: CCOCCCN1C(=O)C(O)=C(C(C)=O)[C@H]1c1cccs1
DFT total energy: -36378.7288 eV
energy above the lowest of the compared OMol25 structures with the same formula, charge and spin: 29.1 kJ/mol

natural (NBO) population analysis, charges in e, atoms 1 to 6: -0.622 -0.055 -0.562 -0.058 -0.428 -0.214


DFT (ωB97M-V/def2-TZVPD) results for a structure of composition C15H20As2NaO7S.

Structure (XYZ):
```
46
Properties=species:S:1:pos:R:3
Na -0.07704 -0.37707 0.70107
O -3.10357 -1.28698 0.72054
As -1.91552 -2.58488 1.19644
O -1.01534 -2.06202 -0.45254
O -0.94584 -1.74571 2.26218
C 0.07378 -2.58272 -1.04099
C 0.46243 -3.90649 -0.82624
C 1.57655 -4.42725 -1.46389
C 2.31629 -3.64497 -2.33831
C 1.93482 -2.32850 -2.55706
C 0.83930 -1.77830 -1.90944
S 0.42905 -0.05554 -2.26580
O -0.99062 -0.02662 -2.54346
O 1.30481 0.30221 -3.36353
O 0.77490 0.70383 -1.03343
H -2.99838 -1.15464 -0.23439
H -0.12739 -4.51979 -0.15663
H 1.86258 -5.45651 -1.28164
H 3.17797 -4.05649 -2.84823
H 2.48104 -1.69427 -3.24214
O -0.81823 1.80500 2.06004
H -1.30379 0.98593 2.23311
H -0.83296 1.91718 1.10002
C 4.48489 -0.76243 2.18812
As 2.98079 -0.34509 0.99862
C 3.98359 -0.35282 -0.67579
C 2.87047 1.62235 1.28519
C 4.12783 2.38776 1.05209
C 4.42592 2.88569 -0.21755
C 5.60650 3.57304 -0.45390
C 6.51603 3.77963 0.57476
C 6.23053 3.29456 1.84303
C 5.04842 2.60631 2.07700
H 4.76948 -1.80295 2.03127
H 5.34047 -0.11972 1.97767
H 4.18391 -0.64230 3.22890
H 4.91316 0.20693 -0.56772
H 3.36822 0.09273 -1.45703
H 4.20146 -1.38481 -0.94908
H 2.49648 1.75790 2.30142
H 2.09028 1.93665 0.59236
H 3.71853 2.72537 -1.02332
H 5.81565 3.95062 -1.44726
H 7.43718 4.31819 0.39026
H 6.92892 3.45525 2.65548
H 4.82842 2.23580 3.07194
```

Properties
gap between HOMO and LUMO: 8.068 eV
LUMO level: 0.086 Ha
DFT total energy: -167146.0673 eV
total charge: -1
energy above the lowest of the compared OMol25 structures with the same formula, charge and spin: 5.0 kJ/mol

natural (NBO) population analysis, charges in e, atoms 1 to 6: 0.865 -1.085 1.627 -0.880 -1.251 0.415


DFT (ωB97M-V/def2-TZVPD) results for a structure of composition C15H20AsN2O6SSiV.

Structure (XYZ):
```
47
Properties=species:S:1:pos:R:3
V 0.92668 0.73324 -0.07708
C 1.72896 -0.56982 -3.64238
C 0.59184 0.37192 -3.39679
C -0.18598 0.89375 -4.41854
C -1.23190 1.75461 -4.10171
C -1.50343 2.09811 -2.79167
C -0.69596 1.52812 -1.80697
N 0.29988 0.68316 -2.13355
N -0.71504 1.68652 -0.44611
Si -2.14894 2.08572 0.49809
C -3.55980 1.03677 -0.12354
C -2.53342 3.90236 0.29287
C -1.82730 1.71986 2.28954
H 1.34855 -1.58542 -3.76906
H 2.41307 -0.57716 -2.79776
H 2.26762 -0.29186 -4.54725
H 0.02911 0.63103 -5.44449
H -1.83785 2.17194 -4.89639
H -2.29371 2.78710 -2.53408
H -3.81702 1.25247 -1.16190
H -4.45387 1.20376 0.48207
H -3.29402 -0.02048 -0.05497
H -2.79951 4.16095 -0.73356
H -1.67205 4.51013 0.57721
H -3.37272 4.18712 0.93221
H -1.62930 0.65909 2.44567
H -2.71177 1.99602 2.86942
H -0.97776 2.28494 2.67513
O 3.62091 0.30818 2.03277
As 2.09925 0.04778 2.89285
O 0.91395 0.56974 1.66038
O 2.11770 1.68453 -0.39427
C 1.85097 -1.89896 2.64063
C 2.15868 -2.56757 3.82117
C 2.04375 -3.94748 3.94036
C 1.59914 -4.68982 2.86445
C 1.28567 -4.05209 1.67145
C 1.40679 -2.67486 1.55841
S 0.97674 -2.02235 -0.03901
O 1.03937 -3.09824 -0.97557
O 2.00926 -0.94022 -0.31097
O -0.28769 -1.29060 0.05501
H 3.57011 0.09078 1.09032
H 2.49526 -1.99550 4.68027
H 2.29729 -4.43198 4.87411
H 1.49903 -5.76418 2.94073
H 0.95947 -4.62110 0.81251
```

Properties
gap between HOMO and LUMO: 7.489 eV
LUMO level: -0.037 Ha
DFT total energy: -136388.5663 eV

natural (NBO) population analysis, charges in e, atoms 1 to 6: 1.299 -0.656 0.288 -0.300 -0.114 -0.318